The following is a quantum chemistry calculation of one molecule with the formula C12H19NO2, from OMol25.

Each line ends with the Mulliken charge.
Geometry (Å):
C -4.866 2.222 0.227  0.1120
C -3.862 1.658 -0.098  -0.5510
C -2.688 0.901 -0.504  -0.2063
H -1.997 0.816 0.347  0.1994
H -2.182 1.410 -1.330  0.2184
O -3.010 -0.390 -1.004  -0.3373
C -3.488 -1.273 -0.038  -0.3569
O -2.566 -1.618 0.946  -0.3797
C -1.471 -2.407 0.497  -0.6320
C -0.488 -1.652 -0.264  0.1556
C 0.273 -0.979 -0.901  0.4197
C 1.232 -0.131 -1.600  -1.2123
N 2.195 0.555 -0.756  0.1558
C 1.558 1.348 0.281  -0.0883
C 2.516 2.354 0.911  -1.5227
H 3.053 2.892 0.133  0.3461
H 1.952 3.069 1.505  0.4538
H 3.236 1.866 1.562  0.3105
H 0.746 1.899 -0.204  0.3353
H 1.105 0.725 1.070  0.2187
C 3.316 -0.262 -0.334  -0.7127
C 3.026 -1.370 0.684  -0.9307
H 2.291 -2.069 0.292  0.2094
H 2.646 -0.953 1.613  0.2483
H 3.944 -1.912 0.901  0.4182
H 4.074 0.411 0.075  0.3574
H 3.738 -0.712 -1.238  0.3650
H 0.669 0.632 -2.154  0.3757
H 1.783 -0.737 -2.326  0.3536
H -1.010 -2.798 1.411  0.3136
H -1.840 -3.247 -0.112  0.3081
H -4.340 -0.841 0.510  0.2863
H -3.815 -2.159 -0.606  0.3203
H -5.729 2.751 0.503  0.4490

As for the LUMO energy: 0.83 eV. Its max |F| is 0.7 eV Å⁻¹. The electronic energy is -18332.4756 eV. The value obtained for the energy above the lowest of the compared OMol25 structures with the same formula, charge and spin is 111.8 kcal/mol. The value obtained for the gap between HOMO and LUMO is 9.34 eV. Its SMILES is C#CCOCOCC#CCN(CC)CC. The highest occupied orbital energy is -8.512 eV.

The following is a quantum chemistry calculation of a 2-piece molecular cluster, C4H10O3 overall, from OMol25.

Each line ends with the Mulliken charge.
Geometry (Å):
O 1.497 -0.432 -0.595  -0.5688
O -0.777 0.298 -0.698  -0.2807
C 0.271 -0.641 -0.705  0.5608
C -0.473 1.712 -0.735  -0.6454
C -1.041 -2.333 0.464  -1.0364
C -0.356 -1.970 -0.846  -0.2612
H 0.628 1.754 -0.781  0.2920
H -0.802 2.147 0.224  0.2519
H -0.883 2.321 -1.558  0.2581
H -0.380 -2.008 1.285  0.3147
H -1.152 -3.429 0.514  0.3252
H -2.033 -1.871 0.607  0.2535
H 0.417 -2.751 -0.979  0.2852
H -1.051 -2.034 -1.705  0.2534
O 1.904 2.944 2.186  -0.6434
H 1.457 3.546 1.549  0.3162
H 2.775 2.746 1.772  0.3249

As for the LUMO energy: 0.74 eV. Its max |F| is 4.0 eV Å⁻¹. The electronic energy is -10452.2040 eV. The value obtained for the energy above the lowest of the compared OMol25 structures with the same formula, charge and spin is 24.0 kcal/mol. The value obtained for the gap between HOMO and LUMO is 11.25 eV. Its SMILES is CCC(=O)OC.O. The highest occupied orbital energy is -10.518 eV.

The following is a quantum chemistry calculation of C9H10N2S as an isolated structure, from OMol25.

Each line ends with the Mulliken charge.
Geometry (Å):
C 2.814 -0.132 -0.128  -1.1924
C 2.025 1.056 -0.668  -0.2763
C 0.775 0.642 -1.447  -1.3523
C -0.328 0.139 -0.557  0.5944
C -0.456 -1.274 -0.325  -0.5516
C -1.392 -1.800 0.502  -0.7402
C -2.278 -0.907 1.151  0.9018
N -3.260 -1.233 2.000  -0.7036
S -3.980 0.131 2.405  0.1885
N -3.079 1.199 1.618  -0.6742
C -2.168 0.499 0.927  0.6481
C -1.175 1.009 0.058  -0.5186
H 2.976 -0.885 -0.899  0.2874
H 3.779 0.190 0.255  0.3673
H 2.277 -0.607 0.692  0.3159
H 1.695 1.660 0.179  0.3157
H 2.661 1.682 -1.291  0.3588
H 1.038 -0.145 -2.156  0.4204
H 0.405 1.489 -2.022  0.4110
H 0.234 -1.924 -0.845  0.3525
H -1.470 -2.864 0.663  0.4147
H -1.092 2.073 -0.113  0.4327

As for the LUMO energy: -0.38 eV. Its max |F| is 0.4 eV Å⁻¹. The electronic energy is -23310.7373 eV. The value obtained for the energy above the lowest of the compared OMol25 structures with the same formula, charge and spin is 0.5 kcal/mol. The value obtained for the gap between HOMO and LUMO is 8.57 eV. The highest occupied orbital energy is -8.952 eV.

The following is a quantum chemistry calculation of C27H29N3O5PPtTe as an isolated structure, from OMol25.

Each line ends with the Mulliken charge.
Geometry (Å):
Pt 0.147 0.179 0.066  1.5957
C 0.885 4.431 -0.262  -0.5263
O 1.956 3.680 -0.853  -0.4141
C 1.588 2.402 -0.852  0.3965
N 0.377 2.158 -0.426  -0.1040
C -0.283 3.420 -0.132  0.2970
C -1.040 3.366 1.178  0.0553
C -1.552 2.149 1.618  0.6932
C -2.300 2.072 2.776  -0.6082
C -2.579 3.226 3.490  -0.6890
C -2.086 4.443 3.052  -0.7013
C -1.313 4.516 1.906  -0.5854
C 2.393 1.290 -1.305  0.3705
C 3.415 1.278 -2.239  -0.7677
C 3.895 0.055 -2.703  -0.3349
C 3.305 -1.135 -2.283  -0.6291
C 2.304 -1.081 -1.329  0.0884
N 1.933 0.115 -0.791  -0.1521
C 1.495 -2.153 -0.804  0.4962
N 0.422 -1.870 -0.119  -0.3268
C -0.170 -3.105 0.356  1.1136
C 0.666 -4.173 -0.400  -0.4697
O 1.754 -3.446 -0.982  -0.4211
C -1.664 -3.156 0.135  0.1044
C -2.397 -1.983 0.005  0.3221
C -3.769 -2.026 -0.160  -0.9146
C -4.425 -3.245 -0.190  -0.4807
C -3.703 -4.417 -0.044  -0.7367
C -2.330 -4.375 0.119  -0.5741
H 0.662 5.268 -0.925  0.3314
H 1.226 4.810 0.707  0.4605
H -1.022 3.601 -0.929  0.3224
H -1.387 1.222 1.029  -0.2026
H -2.668 1.116 3.116  0.4452
H -3.187 3.174 4.380  0.4375
H -2.312 5.346 3.598  0.4353
H -0.933 5.472 1.578  0.4490
H 3.799 2.210 -2.617  0.5187
H 4.690 0.032 -3.430  0.4926
H 3.594 -2.087 -2.698  0.5320
H 0.005 -3.172 1.441  -0.3403
H 0.100 -4.637 -1.214  0.3654
H 1.083 -4.945 0.248  0.3593
H -1.880 -1.009 0.034  -0.0802
H -4.328 -1.108 -0.266  0.4364
H -5.496 -3.281 -0.319  0.4097
H -4.210 -5.370 -0.055  0.4027
H -1.775 -5.292 0.242  0.4612
C -0.022 -3.238 5.623  -1.1780
C -0.611 -2.460 4.458  0.0011
O -0.594 -1.061 4.708  -0.3268
P 0.487 -0.150 3.939  -0.6053
O 0.355 -0.257 2.469  -0.3907
Te 2.750 -0.681 4.619  -0.4372
O 0.068 1.295 4.424  0.3389
C 0.182 1.682 5.790  -0.3185
C 0.312 3.191 5.866  -1.0611
H -0.226 -4.298 5.496  0.4109
H -0.485 -2.898 6.546  0.3149
H 1.056 -3.092 5.696  0.1823
H -1.660 -2.735 4.318  0.3608
H -0.066 -2.669 3.530  0.0029
H 1.067 1.200 6.228  0.3224
H -0.704 1.332 6.328  0.2159
H 1.193 3.517 5.320  0.2609
H 0.411 3.498 6.903  0.4301
H -0.562 3.665 5.430  0.1432

As for the LUMO energy (alpha / beta): -5.38 / -5.48 eV. Its max |F| is 2.6 eV Å⁻¹. The electronic energy is -63000.1769 eV. Its total charge is +1. The value obtained for the gap between HOMO and LUMO (alpha / beta) is 2.88 / 2.67 eV. The highest occupied orbital energy (alpha / beta) is -8.266 / -8.146 eV.